ORCA calculation (ωB97M-V with the def2-TZVPD basis set) on a cluster of 7 separate species, C25H38IN3O18P in total in a non-equilibrium geometry.

Properties
HOMO-LUMO gap: 0.2405 hartree
Charge: -1
ΔE to the lowest compared entry with this formula, charge and spin: 171.2 kJ/mol
Calculated total energy: -3133.11568 a.u.
HOMO: -4.850 eV

Cartesian coordinates (Å):
I 2.87480 -2.95112 3.44515
P 2.92399 -3.78256 1.06132
O -4.61264 2.70271 0.56477
O -3.23901 -2.86436 -1.25467
O 1.50929 2.90798 -2.66985
O -5.76088 4.75893 -3.73055
O -0.73661 3.12524 -2.73754
O 2.38498 1.40509 2.64129
O 1.38339 0.70946 0.75590
O -4.40192 4.58976 -1.93422
O 4.34387 4.06104 3.38891
O -4.98867 2.74959 -3.09571
O -3.75235 2.52824 2.62754
O -2.01206 -4.58342 -2.05481
O -1.54017 -2.48418 -2.68983
O 6.58534 3.81712 3.46715
O 5.43187 4.35837 5.33090
O -3.19060 4.28322 1.32791
O 0.35483 3.44173 -0.80570
O 0.23623 0.71160 2.70042
N 3.26931 -4.77536 -3.70214
N 2.73842 -5.51892 1.52606
N -0.56566 -2.83444 2.61415
C -0.47330 -3.30597 -3.16872
C 0.47366 3.13741 -2.12324
C 3.64962 -5.66471 -2.75709
C 2.83167 -3.59647 -3.19823
C 1.04716 -3.54509 0.77932
C 3.34778 4.16140 4.40531
C 0.07280 -4.00694 1.92364
C -2.34894 -3.27124 -1.93414
C -4.95695 1.40173 1.04115
C 4.09331 4.79874 5.54453
C -5.97848 2.50723 -4.09044
C -3.79618 3.26903 1.49118
C 1.23868 0.92153 2.09043
C 3.59800 -5.50015 -1.32287
C -4.76427 1.53035 2.52684
C -0.99178 3.86420 -0.58390
C 5.55411 4.05580 4.00906
C -4.99326 4.08313 -2.83293
C 3.08925 -4.23114 -0.80707
C 2.62828 1.28978 0.36745
C -1.73449 3.21450 -1.71513
C -1.06665 -4.68467 -3.11899
C 2.70867 -3.22119 -1.81525
C 3.40698 1.30291 1.64959
C -6.10365 3.84449 -4.76874
H -1.34294 3.53850 0.38881
H -1.59773 -4.94730 -4.03843
H 4.06957 5.89109 5.50297
H 0.78699 -4.16410 -0.12493
H 4.04904 -6.64094 -3.12951
H -4.28046 0.67024 0.59270
H -2.07687 2.20595 -1.46691
H -0.79020 -4.52487 1.41245
H 2.50744 4.76553 4.06634
H -0.32239 -5.45199 -2.90877
H 2.98799 3.15913 4.64795
H 4.09400 2.14540 1.71252
H -5.65980 1.71989 -4.77196
H -0.28181 -2.85691 3.59396
H 0.88504 -2.47974 0.45039
H 4.35399 -3.95728 1.19715
H 3.18660 -2.40086 0.65924
H 2.53321 -5.58366 2.52865
H 3.11128 0.69589 -0.40724
H 0.38279 -3.19690 -2.50472
H -6.90471 2.19787 -3.59955
H -4.43956 0.59939 2.98909
H -0.15204 -1.96844 2.25561
H -0.17982 -3.01305 -4.17623
H 3.67446 -5.93629 1.46037
H -1.03238 4.95519 -0.62793
H -2.58767 3.80410 -2.05183
H 2.51382 -2.82695 -3.94650
H 3.96441 0.37652 1.81104
H -7.11085 4.03487 -5.13705
H 0.49136 -4.74972 2.63618
H 3.72761 4.47425 6.51769
H -5.98129 1.14730 0.77208
H 3.93510 -6.29775 -0.63270
H -5.39590 3.96417 -5.59276
H 2.44157 2.29324 -0.02025
H 2.33561 -2.23823 -1.46367
H -5.66327 1.88608 3.03758

ORCA calculation (ωB97M-V with the def2-TZVPD basis set) on a structure of composition C25H38InN2O4SiTe.

Properties
HOMO-LUMO gap: 0.2924 hartree
Charge: +1
ΔE to the lowest compared entry with this formula, charge and spin: 55.2 kJ/mol
Calculated total energy: -2133.35284 a.u.
HOMO: -11.639 eV

Cartesian coordinates (Å):
Te -2.22784 -2.09752 -0.21000
In -0.97666 0.57960 -0.22242
Si 1.51641 1.51499 -0.25574
O -2.20244 1.57177 1.29055
O -7.67490 0.84455 2.06467
O -2.96291 -0.40553 2.04959
O -5.70101 1.12491 3.01979
N -5.11834 0.93214 -1.41971
N -3.94521 0.85079 -0.76408
C 2.15381 -0.76064 1.30103
C -0.41842 -4.37006 -0.61492
C 3.45505 1.32894 1.76584
C -6.33168 0.95650 2.02022
C 2.21922 0.64805 -1.80853
C 2.06431 0.77092 1.41028
C 0.93769 3.96955 1.01696
C -4.28142 0.83178 0.51503
C -6.17180 0.97919 -0.58732
C -0.52132 -4.26153 0.76975
C 2.73926 3.98500 -0.71496
C 3.75243 0.55748 -1.66268
C -3.11180 0.65027 1.44510
C 1.36135 3.40026 -0.34776
C -1.23432 -3.08810 1.38950
C 0.69674 -6.32351 1.02529
C -1.02687 -3.30747 -1.50477
C 1.09073 1.08375 2.56221
C 1.64966 -0.76413 -2.02735
C 0.03773 -5.24395 1.58529
C -5.67304 0.89942 0.69275
C 1.88928 1.44474 -3.07918
C 0.80371 -6.43224 -0.35794
C 0.31180 3.84409 -1.37827
C 0.24838 -5.46063 -1.17237
H 0.59652 -0.72327 -2.32913
H 1.31324 -7.28006 -0.79843
H -1.66461 -3.73276 -2.27600
H 1.73283 -1.41897 -1.16087
H 1.19119 -1.21686 1.04052
H 2.35014 2.43176 -3.09368
H 0.05295 0.81493 2.34873
H 2.44510 -1.16765 2.27572
H 1.69648 3.80772 1.78416
H 3.07885 3.68354 -1.70755
H -7.17711 1.08690 -0.96610
H 1.10454 2.12933 2.85484
H -0.68097 3.45390 -1.14054
H 1.39733 0.49885 3.43627
H -0.56234 -2.39524 1.88930
H -5.12568 0.98610 -2.42211
H -0.05092 -5.16179 2.66405
H 0.81088 1.56420 -3.21855
H 0.56281 3.55782 -2.39851
H 0.23891 4.93688 -1.35364
H 2.89676 -1.09185 0.57553
H 0.80755 5.05280 0.91625
H 3.44191 2.41572 1.88381
H 0.32541 -5.54558 -2.25105
H -0.01119 3.55462 1.36747
H 4.21445 1.07592 1.02266
H -0.26350 -2.70430 -1.99288
H 2.27099 0.89449 -3.94707
H 3.51251 3.70388 0.00744
H -8.05316 0.67356 1.19620
H 4.05454 -0.10900 -0.85249
H -2.00395 -3.37789 2.10049
H 2.19303 -1.24110 -2.85264
H 4.20944 1.53660 -1.48634
H 3.77484 0.90190 2.72327
H 4.18070 0.15930 -2.58965
H 2.67204 5.07913 -0.71075
H 1.11994 -7.08694 1.66542

ORCA calculation (ωB97M-V with the def2-TZVPD basis set) on a structure of composition C25H38InO2 in a non-equilibrium geometry.

Properties
HOMO-LUMO gap: 0.2472 hartree
Charge: -1
Calculated total energy: -1315.83850 a.u.
HOMO: -4.327 eV

Cartesian coordinates (Å):
In -3.00557 -2.81283 -1.16236
O -4.36192 0.68852 -3.08783
O -3.45636 3.30173 -0.54852
C -3.43262 1.38801 -2.22918
C -1.13912 3.56619 -1.38852
C 2.88026 2.58700 1.19093
C 0.85190 2.34526 -0.29371
C -4.49831 -1.66926 -2.41816
C -2.09673 3.00671 -0.44420
C -2.13787 -2.75644 1.93521
C -0.96125 -1.84392 1.78412
C -0.76555 -4.06037 3.66037
C 2.44365 0.37710 -0.24789
C 3.74398 -0.32017 0.31412
C -0.12914 1.81657 0.69322
C 5.11096 0.29249 -0.16961
C -3.37333 -2.44614 1.07457
C -3.84355 -0.63133 -3.41290
C 3.71610 -1.82062 -0.25447
C 2.39101 1.95500 -0.17213
C 0.37764 -3.16810 3.49435
C 3.18117 2.69433 -1.32872
C -4.20778 2.19611 -1.10943
C 3.73929 -0.50253 1.90995
C -1.56338 2.12907 0.61275
C 0.27061 -2.03395 2.53840
C -2.01786 -3.85040 2.90007
C 0.30406 3.23216 -1.31950
H -4.22692 -0.85223 -4.45467
H 5.93900 -0.46845 -0.05626
H -1.52805 4.26035 -2.17669
H 2.28893 2.15606 2.05179
H 3.69585 -1.57941 2.20885
H -5.11511 -2.44300 -2.96114
H -2.73118 0.64831 -1.74116
H 5.04513 0.48351 -1.28559
H -2.72313 -0.66379 -3.45254
H 3.97920 2.48526 1.38408
H 1.10428 -1.31151 2.37135
H 0.94173 3.70817 -2.09548
H -0.63763 -4.90531 4.38623
H -2.22125 1.65656 1.38468
H 0.20511 1.12618 1.50870
H 3.78908 -1.86460 -1.36982
H -2.85523 2.08640 -2.90224
H -1.03971 -0.98684 1.06250
H 1.56388 -0.13701 0.23109
H 2.64039 3.69243 1.17018
H 4.29275 2.69851 -1.13254
H -3.64486 -1.34760 1.13111
H 5.37388 1.28095 0.28982
H -4.28802 -3.02183 1.38617
H -3.30759 -4.58959 -1.41219
H -1.29372 -2.46420 -1.54959
H 2.76502 -2.30456 0.12272
H -5.08739 2.66636 -1.64396
H 4.54921 -2.38662 0.25937
H -4.63465 1.50093 -0.33952
H 2.88357 3.78506 -1.28601
H 4.72420 -0.09516 2.29630
H -2.88558 -4.53748 3.04221
H 1.33933 -3.31108 4.05326
H 2.94293 0.10371 2.40865
H 2.37900 0.10827 -1.34747
H 2.94523 2.28689 -2.34712
H -5.18798 -1.12379 -1.71596

Q: The highest HOMO belongs to which entry?
A: C25H38InO2

Q: Which formula does entry 2 have?
A: C25H38InN2O4SiTe